Entry 1:
{
  "formula": "C11H9F5IN2O3PmTe",
  "method": "ωB97M-V with the def2-TZVPD basis set",
  "e_above_lowest_kcal_mol": 0.00,
  "multiplicity": 5,
  "charge": 0,
  "lumo_energy_ev": [-1.43, -1.43],
  "e_homo_ha": [-0.304, -0.304],
  "homo_lumo_gap_ev": [6.83, 6.85],
  "total_energy_ha": -2433.28829,
  "elements": ["Pm", "N", "N", "C", "O", "O", "H", "H", "H", "I", "C", "C", "C", "C", "C", "C", "C", "C", "C", "C", "H", "H", "H", "H", "H", "H", "F", "Te", "F", "F", "F", "F", "O"],
  "coordinates": [[0.426959, 1.609843, -0.001800], [2.940891, 1.718710, -0.530240], [2.648602, 3.075410, -0.167646], [1.733270, 3.782533, -1.049926], [1.897132, 4.968073, -1.176857], [0.797267, 3.016556, -1.513203], [3.558510, 1.333239, 0.175717], [3.409210, 1.666350, -1.431375], [3.458132, 3.660056, -0.000622], [-2.341534, 1.286764, -1.417010], [-2.185834, -0.812938, -1.003356], [-3.376680, -1.475943, -0.996445], [-3.380462, -2.875944, -0.830110], [-2.198231, -3.543616, -0.719270], [-0.962673, -2.852907, -0.741063], [0.256911, -3.571243, -0.688817], [1.446033, -2.911047, -0.730534], [1.468768, -1.497187, -0.758980], [0.330023, -0.718062, -0.793646], [-0.915519, -1.431192, -0.841298], [-4.308150, -0.944703, -1.130558], [-4.323207, -3.406288, -0.813948], [-2.182668, -4.622624, -0.621155], [0.220992, -4.652639, -0.630438], [2.376774, -3.465734, -0.719562], [2.448518, -1.023742, -0.752351], [-1.195672, 0.637908, 1.781112], [-0.329640, 1.932369, 2.904657], [-0.310699, 0.740961, 4.307399], [-2.063893, 2.346428, 3.390023], [-0.740839, 3.109375, 1.383800], [0.152952, 3.365588, 3.955959], [1.244759, 1.555646, 2.161533]],
  "forces_ev_per_a": [[0.5126, -2.2884, -1.1388], [-0.0448, 0.2433, -0.0062], [-0.0027, 0.1945, -0.3986], [0.6020, 0.4199, -0.0902], [-0.0875, -0.0012, -0.0669], [0.4828, 1.2321, -1.2347], [-0.1070, -0.0235, 0.0806], [-0.0424, -0.0384, -0.0206], [0.0035, -0.0311, 0.1111], [-0.1080, -0.5501, -0.0498], [-0.1393, 0.4134, -0.0935], [0.0390, -0.0594, 0.0044], [-0.0209, -0.0009, 0.0056], [0.0083, -0.0099, -0.0053], [0.0159, 0.0586, -0.0259], [0.0289, -0.0083, 0.0054], [0.0516, -0.0336, 0.0279], [-0.1201, 0.1264, 0.0069], [-0.3779, -0.0513, -0.1135], [-0.0017, -0.1719, -0.0593], [-0.0079, -0.0037, 0.0071], [0.0018, -0.0038, 0.0003], [-0.0076, -0.0001, -0.0023], [-0.0013, -0.0003, -0.0049], [-0.0024, -0.0019, 0.0118], [-0.0003, 0.0105, 0.0458], [0.3575, 0.2601, 0.2497], [-1.9241, 0.2168, 1.5570], [0.1579, 0.0858, -0.0407], [0.1816, -0.0271, 0.0079], [-0.0665, 0.1060, 0.9041], [0.2034, -0.0689, -0.1123], [0.4155, 0.0064, 0.4379]],
  "mulliken_spin": [4.036, -0.004, -0.004, -0.001, 0.000, -0.007, 0.000, 0.001, 0.001, -0.005, -0.002, 0.001, -0.001, 0.001, -0.001, 0.001, -0.001, 0.006, -0.013, -0.009, 0.000, 0.000, 0.000, 0.000, 0.000, -0.001, 0.000, 0.001, 0.000, 0.000, 0.000, 0.000, -0.001]
}


Entry 2:
{
  "formula": "C11H9N2P",
  "method": "ωB97M-V with the def2-TZVPD basis set",
  "e_above_lowest_kcal_mol": 18.37,
  "charge": 0,
  "lumo_energy_ev": [-0.26, -0.26],
  "e_homo_ha": [-0.263, -0.263],
  "homo_lumo_gap_ev": [6.91, 6.91],
  "total_energy_ha": -875.33382,
  "elements": ["C", "C", "C", "C", "C", "C", "C", "C", "C", "C", "C", "N", "N", "P", "H", "H", "H", "H", "H", "H", "H", "H", "H"],
  "coordinates": [[-2.038217, 2.160746, 0.884403], [2.844386, 0.734543, 0.352313], [2.359647, 1.172365, -0.897584], [2.147496, -0.147863, 1.129401], [1.183353, 0.701247, -1.371234], [0.875991, -0.668121, 0.712617], [0.358904, -0.227157, -0.496824], [0.059436, -1.424848, 1.616898], [-1.258370, -1.714969, 1.334796], [-1.777042, -1.257571, 0.097078], [-1.856376, -0.503135, -1.894448], [-1.955181, 3.155897, 0.296349], [-0.880029, -0.605889, -0.768516], [-3.233524, -1.089517, -0.777227], [3.868630, 0.968581, 0.664979], [2.944099, 1.916994, -1.562058], [2.474968, -0.544517, 2.123372], [0.762030, 1.148834, -2.283116], [0.505486, -1.705677, 2.557839], [-1.893777, -2.422425, 2.001467], [-1.921655, 1.084649, 1.255343], [-1.923977, 0.497005, -2.370746], [-1.646275, -1.229180, -2.605098]],
  "forces_ev_per_a": [[0.8894, -1.0874, -0.5480], [1.3642, -0.4556, 0.5972], [1.0092, 0.8736, -0.9967], [-0.8108, -0.9593, 0.4331], [-2.4689, -1.1007, 1.0161], [0.9671, 1.0930, 0.8274], [2.5423, 1.9444, -1.7748], [-1.2155, -0.1682, -0.4102], [0.2389, -1.5659, 1.5659], [0.9917, 0.6192, 0.1151], [0.3506, 2.6108, 0.9762], [-0.3418, -1.1603, 0.9868], [-2.8270, -0.9397, -0.8578], [-0.7520, -0.4916, -0.1431], [-0.5272, 0.3313, -0.0953], [-0.9278, -1.3496, 1.4089], [0.1661, 0.6833, -1.0526], [0.0384, -0.6353, 0.4212], [0.0115, -0.2296, 0.1271], [1.1753, 1.6412, -1.1187], [-0.5343, 2.2060, -0.4637], [0.1155, -0.5152, 0.4224], [0.5450, -1.3444, -1.4367]],
  "lowdin_charge": [-0.105, -0.110, -0.112, -0.039, 0.005, -0.181, -0.157, -0.019, -0.081, -0.608, -0.355, 0.042, -0.097, 0.886, 0.105, 0.139, 0.125, 0.108, 0.109, 0.141, 0.066, 0.090, 0.047]
}


Entry 3:
{
  "formula": "C11H9N2P",
  "method": "ωB97M-V with the def2-TZVPD basis set",
  "multiplicity": 3,
  "charge": 0,
  "lumo_energy_ev": [0.65, -2.48],
  "e_homo_ha": [-0.206, -0.330],
  "homo_lumo_gap_ev": [6.24, 6.50],
  "total_energy_ha": -875.27605,
  "elements": ["C", "C", "C", "C", "C", "C", "C", "C", "C", "C", "C", "N", "N", "P", "H", "H", "H", "H", "H", "H", "H", "H", "H"],
  "coordinates": [[-3.716461, -0.100382, -2.033207], [2.571976, 0.468794, 1.865586], [1.416045, 1.036297, 2.397170], [2.656113, -0.326759, 0.694722], [0.284688, 0.841682, 1.716667], [1.462193, -0.559616, 0.016241], [0.292396, 0.150330, 0.472324], [1.440553, -1.284634, -1.220936], [0.349143, -1.390381, -1.966900], [-0.807624, -0.653234, -1.546344], [-2.031987, 0.715527, 0.044058], [-4.777293, 0.229885, -1.744836], [-0.820549, 0.067104, -0.371084], [-2.085877, -1.010670, -2.631285], [3.479382, 0.682002, 2.308085], [1.553166, 1.500318, 3.421634], [3.577948, -0.811894, 0.335368], [-0.507785, 1.397462, 2.055093], [2.400183, -1.641195, -1.616313], [0.178216, -1.946823, -2.852477], [-1.943503, 1.742111, 0.085059], [-2.864507, 0.414662, -0.572372], [-2.106416, 0.479413, 1.143747]],
  "forces_ev_per_a": [[2.4976, -1.8820, -1.5709], [0.2327, -1.0777, -1.7568], [3.2687, -0.5995, 1.7574], [-0.6789, 0.5823, 1.5994], [-0.6945, -0.7033, -2.5588], [-0.4835, 0.8911, -0.6830], [0.3498, -0.8419, -0.1747], [3.4345, -0.2524, 1.1598], [-4.4156, 2.0303, 0.4670], [2.4120, -0.8393, 0.5370], [0.3042, -1.7977, 2.3803], [-0.8311, 0.3678, 0.0450], [0.2768, 0.3358, 0.3494], [-3.9761, 0.5442, -1.0612], [1.7836, 0.3205, 1.2183], [-0.7424, -0.2377, -1.5871], [-0.4428, 0.5329, 0.3862], [-2.3144, 0.7993, 0.4432], [-0.3714, -0.0802, 0.4267], [0.6163, -0.5382, -0.7925], [0.3263, 2.5132, -0.5350], [0.2540, 0.2023, 1.0100], [-0.8056, -0.2698, -1.0597]],
  "mulliken_spin": [-0.025, 0.015, 0.095, 0.065, -0.006, -0.009, 0.076, 0.362, -0.100, 0.296, -0.023, 0.113, 0.219, 0.873, 0.005, 0.012, 0.000, -0.006, 0.032, -0.011, 0.001, 0.006, 0.011]
}


Entry 4:
{
  "formula": "C11H9NO10V",
  "method": "ωB97M-V with the def2-TZVPD basis set",
  "multiplicity": 2,
  "charge": 0,
  "lumo_energy_ev": [-2.38, -1.63],
  "e_homo_ha": [-0.343, -0.343],
  "homo_lumo_gap_ev": [6.96, 7.72],
  "total_energy_ha": -2175.71420,
  "elements": ["V", "O", "C", "C", "N", "C", "C", "O", "O", "C", "C", "O", "O", "H", "H", "H", "H", "H", "H", "H", "H", "H", "O", "C", "C", "O", "C", "C", "O", "C", "O", "O"],
  "coordinates": [[0.319300, -1.260208, 0.163168], [0.125973, 1.253252, -0.800413], [-1.129251, 1.884514, -0.588573], [-1.555900, 1.790152, 0.868448], [-1.682436, 0.403040, 1.296129], [-2.840439, -0.332759, 0.808476], [-2.435144, -1.785451, 0.465810], [-3.114098, -2.732832, 0.729249], [-1.250396, -1.804584, -0.121927], [-1.364685, 0.179237, 2.695429], [0.102745, -0.287323, 2.828418], [0.821381, 0.048767, 3.718854], [0.402897, -1.100936, 1.819591], [0.814288, 1.765644, -0.361677], [-1.835246, 1.370926, -1.240117], [-1.100377, 2.937938, -0.880511], [-2.483447, 2.358305, 1.025435], [-0.771086, 2.248951, 1.474485], [-3.212206, 0.108750, -0.115986], [-3.656606, -0.371691, 1.533007], [-1.978095, -0.631833, 3.095509], [-1.497720, 1.064879, 3.316722], [4.812010, -0.548675, -3.822942], [3.909779, -0.597259, -3.047075], [2.480227, -1.098149, -3.350700], [2.036195, -1.368742, -4.432843], [1.838156, -1.109753, -2.030892], [2.645880, -0.575758, -1.037095], [2.070066, -0.513901, 0.121579], [3.971117, -0.188789, -1.557468], [4.890383, 0.345006, -1.001752], [0.666737, -1.450717, -1.570337]],
  "forces_ev_per_a": [[1.8919, 2.8585, -1.8039], [-0.1357, -0.3860, 0.1636], [-0.1643, 0.1162, 0.1495], [-0.0310, -0.0822, -0.1678], [-0.0221, -0.1085, -0.2229], [0.2136, -0.2563, 0.0906], [-0.8962, 0.7958, 0.6470], [0.2716, -0.0431, -0.2458], [-4.0299, -2.3699, -0.7701], [0.4843, -0.2547, -0.0704], [-0.8939, 0.8719, 0.7147], [0.1589, -0.3265, -0.2668], [0.6796, -0.5469, 4.7604], [0.1228, -0.0331, 0.0355], [0.0176, 0.0239, -0.0482], [0.0551, -0.0616, -0.0792], [0.0471, 0.0068, 0.0016], [-0.0645, 0.0567, 0.0611], [-0.0096, 0.0835, 0.0018], [-0.0276, 0.0320, -0.0318], [-0.0421, 0.0560, 0.0340], [-0.0756, -0.0103, 0.0130], [0.0447, 0.0534, -0.0471], [0.0582, -0.0369, -0.0282], [-0.4029, -0.1002, -0.0999], [0.0711, -0.0514, 0.0043], [0.9165, 0.6223, 0.4767], [-0.4344, -0.2951, -0.8042], [1.4691, 0.1965, 0.0213], [0.0136, 0.1714, 0.2879], [0.0268, -0.0312, -0.0260], [0.6875, -0.9512, -2.7508]],
  "mulliken_spin": [1.137, -0.002, -0.003, 0.002, -0.006, 0.003, 0.002, -0.002, 0.029, 0.006, 0.001, 0.003, 0.008, 0.001, -0.001, 0.000, 0.000, -0.001, 0.000, -0.001, 0.000, -0.001, -0.010, -0.002, 0.021, -0.018, -0.019, -0.018, -0.076, 0.022, -0.014, -0.064]
}